[1]
Entry from the Open Molecules 2025 dataset: a 2-piece molecular cluster, H2N3O overall at a distorted geometry (ωB97M-V/def2-TZVPD).

Positions of all 6 atoms, in Å:
O (0.154, 1.076, 0.924)
N (-1.042, -1.434, 0.210)
N (0.247, 0.205, 0.087)
N (0.992, 0.163, -0.905)
H (-1.944, -0.976, 0.688)
H (1.593, 0.965, -1.005)

Calculated values
- Relative energy (zero: lowest compared OMol25 entry of this formula, charge and spin): 4.6218 eV
- HOMO-LUMO gap (spin up / spin down): 8.167 / 8.140 eV
- Calculated total energy: -240.52214 a.u.
- Total charge: -1
- LUMO level (spin up / spin down): 5.27 / 5.27 eV
- HOMO level (spin up / spin down): -2.90 / -2.87 eV

=====

[2]
Entry from the Open Molecules 2025 dataset: a 2-piece molecular cluster, H2N3O2S overall at a distorted geometry (ωB97M-V/def2-TZVPD).

Positions of all 8 atoms, in Å:
S (-2.539, 0.808, 1.697)
O (-1.746, -0.365, -0.415)
O (0.721, -0.719, -1.048)
N (1.955, 0.457, 0.259)
N (0.913, 0.459, -0.342)
N (-1.421, 0.311, 0.608)
H (2.448, -0.355, 0.221)
H (-0.330, -0.595, -0.980)

Calculated values
- Relative energy (zero: lowest compared OMol25 entry of this formula, charge and spin): 1.4691 eV
- HOMO-LUMO gap: 7.474 eV
- Calculated total energy: -714.03323 a.u.
- Total charge: -1
- LUMO level: 4.09 eV
- HOMO level: -3.39 eV

=====

[3]
Entry from the Open Molecules 2025 dataset: an isolated ion of composition H2N3O3S and charge -1 at a distorted geometry (ωB97M-V/def2-TZVPD).

Positions of all 9 atoms, in Å:
S (-0.403, 0.255, 0.865)
O (-1.402, -0.770, 0.396)
O (-0.198, 0.897, -1.451)
O (-0.545, 0.809, 2.249)
N (1.198, -0.281, 0.652)
N (-0.125, 1.480, -0.181)
N (1.444, -1.034, -0.319)
H (0.684, -1.332, -0.862)
H (-0.653, -0.023, -1.351)

Calculated values
- Relative energy (zero: lowest compared OMol25 entry of this formula, charge and spin): 6.0166 eV
- HOMO-LUMO gap (spin up / spin down): 7.770 / 7.773 eV
- Calculated total energy: -789.27951 a.u.
- Total charge: -1
- LUMO level (spin up / spin down): 4.07 / 4.07 eV
- SMILES: [H]/N=N\[S@@](=O)([O-])=NO
- HOMO level (spin up / spin down): -3.70 / -3.70 eV

=====

[4]
Entry from the Open Molecules 2025 dataset: a 2-piece molecular cluster, H2N4O overall at a distorted geometry (ωB97M-V/def2-TZVPD).

Positions of all 7 atoms, in Å:
O (0.609, 0.449, -1.616)
N (-0.521, 0.719, 0.189)
N (0.431, -1.400, 1.045)
N (0.978, -1.686, 0.133)
N (-0.517, 0.444, -1.109)
H (0.404, 0.769, 0.600)
H (-1.385, 0.705, 0.759)

Calculated values
- Relative energy (zero: lowest compared OMol25 entry of this formula, charge and spin): 0.0000 eV
- HOMO-LUMO gap: 10.553 eV
- Calculated total energy: -295.41362 a.u.
- Total charge: 0
- LUMO level: 0.83 eV
- SMILES: NN=O.N#N
- HOMO level: -9.72 eV

=====

[5]
Entry from the Open Molecules 2025 dataset: a 2-piece molecular cluster, H2N4O4 overall at a distorted geometry (ωB97M-V/def2-TZVPD).

Positions of all 10 atoms, in Å:
O (1.097, 2.036, -0.569)
O (2.176, -1.197, -0.171)
O (0.229, -1.660, 0.728)
O (-0.309, 1.533, 0.997)
N (1.106, -1.063, 0.238)
N (-1.306, -0.231, -0.309)
N (0.230, 1.375, -0.108)
N (-0.345, 0.396, -0.919)
H (-1.414, -1.186, -0.597)
H (-1.463, -0.003, 0.711)

Calculated values
- Relative energy (zero: lowest compared OMol25 entry of this formula, charge and spin): 0.7725 eV
- HOMO-LUMO gap (spin up / spin down): 8.427 / 8.180 eV
- Calculated total energy: -520.87300 a.u.
- Total charge: 0
- LUMO level (spin up / spin down): -1.64 / -1.26 eV
- HOMO level (spin up / spin down): -10.07 / -9.44 eV

=====

[6]
Entry from the Open Molecules 2025 dataset: a 2-piece molecular cluster, H2NO2S overall at a distorted geometry (ωB97M-V/def2-TZVPD).

Positions of all 6 atoms, in Å:
S (2.179, -0.118, 0.060)
O (-2.035, 1.035, 0.171)
O (-0.792, -0.533, -0.684)
N (-1.953, -0.088, -0.404)
H (0.932, -0.260, -0.458)
H (1.668, -0.035, 1.316)

Calculated values
- Relative energy (zero: lowest compared OMol25 entry of this formula, charge and spin): 1.8482 eV
- HOMO-LUMO gap: 7.302 eV
- Calculated total energy: -604.58548 a.u.
- Total charge: -1
- LUMO level: 3.86 eV
- HOMO level: -3.44 eV

=====

[7]
Entry from the Open Molecules 2025 dataset: an isolated ion of composition H2NO3S2 and charge -1 at a distorted geometry (ωB97M-V/def2-TZVPD).

Positions of all 8 atoms, in Å:
S (0.364, -1.863, -0.505)
S (-0.405, 0.885, 0.488)
O (-1.544, 1.170, -0.319)
O (0.519, 1.998, 0.694)
O (-0.598, 0.050, 1.619)
N (0.922, -0.298, -0.738)
H (1.704, -0.149, -0.220)
H (-0.962, -1.793, -1.019)

Calculated values
- Multiplicity: 3
- Relative energy (zero: lowest compared OMol25 entry of this formula, charge and spin): 2.9577 eV
- HOMO-LUMO gap (spin up / spin down): 3.574 / 7.628 eV
- Calculated total energy: -1077.94647 a.u.
- Total charge: -1
- LUMO level (spin up / spin down): 3.31 / 1.93 eV
- HOMO level (spin up / spin down): -0.26 / -5.70 eV

=====

[8]
Entry from the Open Molecules 2025 dataset: a 2-piece molecular cluster, H2NO3S3 overall at a distorted geometry (ωB97M-V/def2-TZVPD).

Positions of all 9 atoms, in Å:
S (-2.775, 1.007, 0.032)
S (-1.671, -1.585, 0.355)
S (1.369, 0.418, 0.597)
O (1.552, -1.093, -0.115)
O (2.660, 0.927, 0.517)
O (0.483, 1.153, -0.535)
N (-1.672, -0.082, -0.244)
H (-0.601, 0.753, -0.603)
H (0.654, -1.499, -0.003)

Calculated values
- Relative energy (zero: lowest compared OMol25 entry of this formula, charge and spin): 0.9001 eV
- HOMO-LUMO gap: 7.110 eV
- Calculated total energy: -1476.25114 a.u.
- Total charge: -1
- LUMO level: 2.57 eV
- HOMO level: -4.53 eV